[1]
Density functional theory data (the ωB97M-V functional and the def2-TZVPD basis) for a cluster of 4 separate species, C4H16N2O5 in total in a non-equilibrium geometry.

Each line ends with the natural charge from an NBO analysis.
Positions of all 27 atoms, in Å:
C 1.881368 1.533051 1.437297  -0.621
C 1.364477 0.433198 0.516288  -0.112
C 1.498180 0.790520 -0.966689  -0.048
O 1.770272 -0.303500 -1.825878  -0.766
N 0.045819 -0.078341 0.810146  -0.631
C -0.264066 -1.237663 1.448817  0.760
N -1.625699 -1.346744 1.845753  -0.890
O 0.535653 -2.097640 1.769457  -0.635
H 2.803790 1.273219 1.966204  0.222
H 2.130896 2.428679 0.868715  0.213
H 1.195464 1.743326 2.258836  0.222
H 1.980235 -0.465579 0.590506  0.250
H 0.588001 1.231855 -1.409322  0.129
H 2.276357 1.496216 -1.263802  0.194
H 1.127067 -1.045496 -1.842332  0.504
H -0.785513 0.494240 0.745490  0.389
H -1.727747 -2.283948 2.204117  0.396
H -1.890806 -0.625812 2.500813  0.388
H -3.050795 -1.872348 -2.136904  0.480
H -2.377924 -0.425129 -2.140095  0.481
O -2.674409 -1.167416 -2.664544  -0.952
H -0.538740 -2.095941 -0.864274  0.471
H -0.863866 -2.297717 -2.278157  0.491
O -0.076593 -2.258263 -1.701381  -0.937
H -1.020974 2.056943 -0.282193  0.455
H -1.239624 3.454616 -0.059111  0.475
O -1.060815 2.665686 0.472235  -0.928

Forces on the atoms, in the same order (eV/Å):
C 0.286 0.147 0.664
C 0.933 -0.713 -0.557
C -0.856 -0.581 -1.873
O 0.734 -0.454 0.005
N -1.691 0.059 0.031
C 0.883 -0.025 1.538
N 0.415 0.039 -0.961
O 0.014 -0.126 -0.744
H 0.015 -0.364 -0.347
H -0.373 0.169 0.166
H -0.252 0.272 -0.341
H 0.201 0.107 0.263
H -0.282 0.367 0.695
H 0.195 0.071 0.891
H -0.046 0.717 0.436
H 0.487 0.359 -0.095
H -0.211 0.103 0.394
H -0.180 -0.051 0.029
H -0.170 0.328 0.530
H -0.154 -0.128 0.538
O 0.179 -0.286 -1.022
H 0.644 -0.089 0.183
H 0.657 0.145 -0.367
O -1.368 -0.290 0.114
H 0.209 -0.266 0.354
H -0.030 0.439 0.659
O -0.241 0.053 -1.181

Summary:
* energy relative to the best compared isomer or geometry (same formula, charge and spin): 134.9 kJ/mol
* lowest unoccupied orbital energy: 0.00 eV
* charge: 0
* maximum force: 2.140 eV/Å
* Kohn-Sham gap: 9.6522 eV
* calculated total energy: -647.71870 Ha
* SMILES: C[C@H](CO)NC(N)=O.O.O.O

***

[2]
Density functional theory data (the ωB97M-V functional and the def2-TZVPD basis) for a cluster of 2 separate species, C4H16N3 in total in a non-equilibrium geometry.

Each line ends with the natural charge from an NBO analysis.
Positions of all 23 atoms, in Å:
C -2.330130 -2.145773 1.507862  -0.627
C -2.325812 -0.623151 1.570958  -0.218
N -0.920207 -0.131954 1.679851  -0.722
H -3.353341 -2.487382 1.386868  0.253
H -1.667977 -2.492420 0.719038  0.223
H -1.973100 -2.532787 2.465605  0.218
H -2.789566 -0.211894 0.676091  0.221
H -2.845545 -0.191307 2.424484  0.221
H -0.409669 -0.634036 2.403043  0.421
H -0.864512 0.867344 1.883060  0.424
H -0.336468 -0.218090 0.734350  0.460
C 2.045907 1.667537 -2.534152  -0.430
N 2.192038 1.556273 -1.073347  -0.635
C 1.758325 0.289695 -0.542232  -0.053
N 0.282796 0.120063 -0.707601  -0.861
H 2.758900 2.404248 -2.879460  0.229
H 2.178727 0.702374 -3.040153  0.173
H 1.032832 1.958506 -2.821092  0.189
H 3.171338 1.696480 -0.843020  0.380
H 2.047642 0.225957 0.507924  0.180
H 2.245152 -0.556739 -1.054247  0.169
H -0.034217 1.079506 -0.863862  0.385
H 0.136891 -0.342461 -1.599962  0.397

Forces on the atoms, in the same order (eV/Å):
C 0.083 0.649 0.842
C -0.092 -0.066 -0.101
N 0.877 0.208 -0.593
H 0.049 -0.175 -0.249
H -0.197 -0.156 -0.175
H 0.018 -0.176 -0.093
H 0.279 0.200 -0.084
H -0.202 -0.359 0.046
H -0.119 0.025 0.201
H -0.175 -0.107 0.244
H -0.747 -0.095 0.023
C -0.425 -0.478 0.291
N 0.028 0.062 -0.168
C 0.291 -0.430 -0.391
N 0.848 0.606 -0.156
H -0.046 0.043 -0.303
H 0.497 0.015 -0.035
H 0.085 0.379 0.161
H -0.222 0.041 0.151
H -0.155 0.108 0.074
H -0.180 -0.038 0.090
H -0.252 -0.085 0.067
H -0.243 -0.173 0.156

Summary:
* energy relative to the best compared isomer or geometry (same formula, charge and spin): 40.5 kJ/mol
* lowest unoccupied orbital energy: -2.95 eV
* charge: +1
* maximum force: 1.079 eV/Å
* Kohn-Sham gap: 9.7057 eV
* calculated total energy: -326.02436 Ha

***

- What is the calculated total energy in the second record?
  -326.02436 Ha

***

Copy entry 2 word for word.
Density functional theory data (the ωB97M-V functional and the def2-TZVPD basis) for a cluster of 2 separate species, C4H16N3 in total in a non-equilibrium geometry.

Each line ends with the natural charge from an NBO analysis.
Positions of all 23 atoms, in Å:
C -2.330130 -2.145773 1.507862  -0.627
C -2.325812 -0.623151 1.570958  -0.218
N -0.920207 -0.131954 1.679851  -0.722
H -3.353341 -2.487382 1.386868  0.253
H -1.667977 -2.492420 0.719038  0.223
H -1.973100 -2.532787 2.465605  0.218
H -2.789566 -0.211894 0.676091  0.221
H -2.845545 -0.191307 2.424484  0.221
H -0.409669 -0.634036 2.403043  0.421
H -0.864512 0.867344 1.883060  0.424
H -0.336468 -0.218090 0.734350  0.460
C 2.045907 1.667537 -2.534152  -0.430
N 2.192038 1.556273 -1.073347  -0.635
C 1.758325 0.289695 -0.542232  -0.053
N 0.282796 0.120063 -0.707601  -0.861
H 2.758900 2.404248 -2.879460  0.229
H 2.178727 0.702374 -3.040153  0.173
H 1.032832 1.958506 -2.821092  0.189
H 3.171338 1.696480 -0.843020  0.380
H 2.047642 0.225957 0.507924  0.180
H 2.245152 -0.556739 -1.054247  0.169
H -0.034217 1.079506 -0.863862  0.385
H 0.136891 -0.342461 -1.599962  0.397

Forces on the atoms, in the same order (eV/Å):
C 0.083 0.649 0.842
C -0.092 -0.066 -0.101
N 0.877 0.208 -0.593
H 0.049 -0.175 -0.249
H -0.197 -0.156 -0.175
H 0.018 -0.176 -0.093
H 0.279 0.200 -0.084
H -0.202 -0.359 0.046
H -0.119 0.025 0.201
H -0.175 -0.107 0.244
H -0.747 -0.095 0.023
C -0.425 -0.478 0.291
N 0.028 0.062 -0.168
C 0.291 -0.430 -0.391
N 0.848 0.606 -0.156
H -0.046 0.043 -0.303
H 0.497 0.015 -0.035
H 0.085 0.379 0.161
H -0.222 0.041 0.151
H -0.155 0.108 0.074
H -0.180 -0.038 0.090
H -0.252 -0.085 0.067
H -0.243 -0.173 0.156

Summary:
* energy relative to the best compared isomer or geometry (same formula, charge and spin): 40.5 kJ/mol
* lowest unoccupied orbital energy: -2.95 eV
* charge: +1
* maximum force: 1.079 eV/Å
* Kohn-Sham gap: 9.7057 eV
* calculated total energy: -326.02436 Ha

***

- Which value of lowest unoccupied orbital energy does entry 2 give?
  -2.95 eV

***

- Which of these has the lowest energy relative to the best compared isomer or geometry (same formula, charge and spin)?
  C4H16N3